1.
ORCA calculation (ωB97M-V/def2-TZVPD) on a 5-piece molecular cluster, C23H57BO4 overall.

Computed properties:
* SMILES: CCCCCCBCCC(C)C.CC(C)O.CC(C)O.CC(C)O.CC(C)O
* frontier orbital gap: 10.2 eV

```
! wB97M-V def2-TZVPD RIJCOSX def2/J DEFGRID3
* xyz 0 1
C -1.51 2.40 1.45
C -1.24 3.82 0.83
C -0.30 4.61 1.82
C 0.10 6.02 1.23
C 1.59 6.11 0.78
C 1.81 5.88 -0.78
B 2.64 4.52 -1.07
C 2.18 3.06 -0.58
C 3.22 2.34 0.38
C 2.67 2.10 1.84
C 3.19 0.67 2.32
C 3.19 3.14 2.89
H -1.00 1.59 0.88
H -2.59 2.14 1.50
H -1.09 2.35 2.48
H -2.19 4.37 0.67
H -0.77 3.72 -0.17
H 0.61 4.03 2.02
H -0.87 4.70 2.77
H -0.03 6.74 2.06
H -0.61 6.33 0.43
H 1.95 7.12 1.07
H 2.26 5.40 1.30
H 0.87 5.94 -1.36
H 2.49 6.70 -1.10
H 3.65 4.58 -1.72
H 2.09 2.44 -1.51
H 1.19 3.03 -0.09
H 3.35 1.32 -0.05
H 4.23 2.80 0.36
H 1.57 2.08 1.78
H 3.61 0.72 3.35
H 4.03 0.36 1.66
H 2.38 -0.07 2.36
H 4.28 3.28 2.71
H 2.63 4.09 2.91
H 3.05 2.68 3.89
C -4.06 3.19 -2.50
C -4.62 3.83 -1.24
C -6.13 3.92 -1.28
O -4.06 5.13 -1.08
H -4.32 3.78 -3.38
H -2.97 3.14 -2.46
H -4.45 2.18 -2.64
H -4.31 3.24 -0.37
H -6.46 4.54 -2.12
H -6.52 4.39 -0.38
H -6.59 2.93 -1.39
H -4.32 5.66 -1.84
C 2.33 -4.84 0.48
C 2.06 -3.37 0.73
C 2.37 -2.53 -0.50
O 2.85 -2.91 1.83
H 3.38 -5.01 0.24
H 2.11 -5.43 1.38
H 1.72 -5.22 -0.34
H 1.01 -3.23 1.01
H 3.43 -2.62 -0.77
H 2.18 -1.47 -0.31
H 1.77 -2.84 -1.35
H 3.78 -3.03 1.59
C 1.93 -9.19 -2.94
C 1.34 -8.17 -1.99
C -0.17 -8.04 -2.18
O 1.96 -6.90 -2.20
H 1.77 -8.89 -3.98
H 3.01 -9.26 -2.80
H 1.49 -10.18 -2.79
H 1.55 -8.46 -0.96
H -0.40 -7.70 -3.19
H -0.58 -7.30 -1.49
H -0.67 -8.99 -2.00
H 1.77 -6.63 -3.10
C -4.08 -3.62 0.12
C -2.65 -3.52 0.64
C -2.46 -2.27 1.48
O -1.74 -3.51 -0.45
H -4.31 -2.76 -0.53
H -4.20 -4.51 -0.49
H -4.80 -3.65 0.93
H -2.43 -4.41 1.24
H -2.64 -1.37 0.89
H -1.43 -2.21 1.85
H -3.13 -2.26 2.34
H -1.93 -2.74 -0.99
*
```

For each atom in turn, the Mulliken charge in e is: C -1.20; C -0.22; C -0.14; C -0.95; C -0.08; C -0.80; B 0.28; C -0.08; C -1.00; C 2.11; C -1.40; C -1.65; H 0.20; H 0.36; H 0.32; H 0.37; H 0.21; H -0.35; H 0.58; H 0.34; H 0.35; H 0.43; H -0.06; H 0.36; H 0.20; H -0.14; H 0.32; H -0.38; H 0.23; H 0.32; H -0.60; H 0.38; H 0.28; H 0.28; H 0.37; H 0.30; H 0.42; C -1.26; C 0.78; C -1.46; O -0.53; H 0.34; H 0.30; H 0.36; H 0.10; H 0.36; H 0.36; H 0.36; H 0.34; C -1.28; C 0.91; C -1.13; O -0.55; H 0.37; H 0.37; H 0.23; H -0.20; H 0.37; H 0.15; H 0.38; H 0.36; C -1.35; C 0.47; C -1.21; O -0.50; H 0.35; H 0.33; H 0.37; H 0.28; H 0.32; H 0.28; H 0.37; H 0.32; C -1.38; C 0.50; C -1.23; O -0.52; H 0.34; H 0.32; H 0.39; H 0.28; H 0.32; H 0.26; H 0.40; H 0.32



2.
ORCA calculation (ωB97M-V/def2-TZVPD) on C23H57Cu2N4O10 as an isolated structure.

Computed properties:
* frontier orbital gap (alpha / beta): 7.5 / 3.9 eV

```
! wB97M-V def2-TZVPD RIJCOSX def2/J DEFGRID3
* xyz 3 3
Cu 2.73 -1.32 2.30
Cu 3.02 1.07 -1.41
O -0.40 -1.86 -0.81
C 0.74 -1.27 -0.35
O 1.55 -0.67 -1.08
O 1.06 -1.45 0.84
H -0.43 -2.48 -0.08
C 5.21 3.19 -1.19
O 4.02 2.97 -1.87
C 3.11 4.01 -1.77
C 1.84 3.77 -2.57
N 1.45 2.35 -2.34
C 1.17 1.66 -3.59
C 2.48 1.57 -4.42
O 3.45 0.97 -3.55
C 4.71 0.79 -4.18
H 5.67 2.25 -0.88
H 5.10 3.65 -0.21
H 5.93 3.71 -1.81
H 3.43 4.92 -2.28
H 2.80 4.26 -0.75
H 1.95 4.04 -3.62
H 1.03 4.42 -2.23
H 0.50 2.24 -2.00
H 0.37 2.20 -4.11
H 0.73 0.69 -3.37
H 2.80 2.53 -4.82
H 2.22 0.94 -5.28
H 5.29 1.71 -4.07
H 4.75 0.49 -5.23
H 5.34 0.08 -3.64
C 5.79 -2.14 3.67
O 4.56 -1.52 3.79
C 3.82 -2.03 4.88
C 2.43 -1.40 5.15
N 1.40 -1.87 4.17
C 0.15 -0.97 4.19
C -1.06 -1.83 3.62
O -2.17 -0.99 3.45
C -2.23 -0.29 2.17
H 5.79 -3.23 3.60
H 6.50 -2.08 4.49
H 6.32 -1.68 2.83
H 4.44 -1.85 5.76
H 3.79 -3.11 4.75
H 2.68 -0.34 5.19
H 2.06 -1.65 6.14
H 1.02 -2.70 4.57
H 0.10 -0.03 3.65
H -0.20 -0.92 5.22
H -1.34 -2.46 4.46
H -0.81 -2.52 2.81
H -3.18 0.24 2.09
H -2.20 -1.13 1.48
H -1.43 0.42 2.00
C -3.54 1.29 -4.41
O -2.20 0.76 -4.10
C -2.16 0.16 -2.84
C -2.35 1.06 -1.53
N -1.40 2.13 -1.43
C -1.62 2.81 -0.12
C -0.96 4.15 -0.06
O -1.45 4.93 -1.20
C -1.06 6.32 -1.16
H -4.26 0.51 -4.19
H -3.67 1.48 -5.47
H -3.56 2.27 -3.93
H -1.29 -0.50 -2.82
H -2.99 -0.54 -2.72
H -2.36 0.50 -0.60
H -3.32 1.55 -1.56
H -1.60 2.78 -2.17
H -1.15 2.31 0.72
H -2.66 3.02 0.15
H 0.10 3.94 -0.19
H -1.12 4.76 0.83
H -1.33 6.71 -2.15
H -0.01 6.46 -0.91
H -1.59 6.89 -0.40
C -4.98 -6.50 1.65
C -3.71 -5.65 1.79
C -3.57 -4.60 0.69
O -4.78 -3.78 0.57
C -4.72 -2.97 -0.58
N -3.78 -4.96 3.10
H -5.12 -7.33 2.34
H -5.06 -7.11 0.76
H -5.87 -5.87 1.79
H -2.87 -6.35 1.75
H -3.35 -5.18 -0.20
H -2.79 -3.88 0.97
H -4.10 -2.11 -0.28
H -5.76 -2.64 -0.60
H -4.53 -3.50 -1.51
H -2.91 -4.52 3.39
H -4.36 -4.15 2.91
*
```

For each atom in turn, the Mulliken charge in e is: Cu 0.53; Cu 0.44; O -0.35; C 0.29; O -0.68; O -0.34; H 0.22; C -0.91; O 0.17; C -0.47; C -0.74; N 0.86; C -0.59; C -0.91; O -0.07; C -0.88; H 0.30; H 0.40; H 0.29; H 0.37; H 0.51; H 0.44; H 0.27; H 0.08; H 0.56; H 0.13; H 0.41; H 0.59; H 0.31; H 0.33; H 0.28; C -0.87; O -0.24; C -0.63; C -0.66; N -0.17; C -0.59; C -0.69; O -0.49; C 0.10; H 0.35; H 0.37; H 0.28; H 0.48; H 0.44; H 0.33; H 0.49; H 0.18; H 0.31; H 0.39; H 0.55; H 0.25; H 0.36; H -0.05; H -0.12; C -0.70; O -0.44; C -0.78; C -0.36; N -0.04; C -0.65; C -0.51; O -0.35; C -0.85; H 0.32; H 0.28; H 0.27; H 0.13; H 0.59; H -0.22; H 0.65; H 0.34; H 0.15; H 0.52; H -0.06; H 0.58; H 0.27; H 0.33; H 0.32; C -1.40; C 0.30; C -0.39; O -0.38; C -0.71; N -0.13; H 0.42; H 0.39; H 0.33; H 0.42; H 0.53; H 0.07; H 0.18; H 0.36; H 0.37; H 0.26; H 0.41



3.
ORCA calculation (ωB97M-V/def2-TZVPD) on a 6-piece molecular cluster, C23H57N2O7 overall.

Computed properties:
* frontier orbital gap: 8.8 eV

```
! wB97M-V def2-TZVPD RIJCOSX def2/J DEFGRID3
* xyz 1 1
C 1.84 0.61 1.67
N 2.48 -0.70 1.42
C 3.74 -0.42 0.71
C 1.66 -1.53 0.63
O 1.97 -1.89 -0.45
C 0.36 -2.05 1.23
C -0.76 -1.13 0.78
C -2.07 -1.32 1.55
N -3.04 -0.22 1.20
C -2.80 0.49 -0.11
C -1.68 -0.07 -1.00
O -1.10 -1.28 -0.57
H 2.55 1.25 2.16
H 1.58 1.09 0.73
H 0.95 0.51 2.27
H 4.39 0.11 1.40
H 3.57 0.22 -0.15
H 4.24 -1.33 0.43
H 0.23 -3.06 0.87
H 0.50 -2.04 2.30
H -0.43 -0.11 0.97
H -1.90 -1.32 2.62
H -2.50 -2.24 1.22
H -3.98 -0.61 1.25
H -3.00 0.48 1.94
H -3.73 0.52 -0.65
H -2.57 1.52 0.12
H -0.90 0.69 -1.05
H -2.02 -0.21 -2.01
C -1.15 5.18 2.89
C -0.94 4.11 1.83
C -0.24 4.68 0.61
O -2.21 3.55 1.44
H -1.78 5.99 2.51
H -1.66 4.76 3.76
H -0.20 5.60 3.21
H -0.36 3.29 2.25
H -0.83 5.47 0.15
H -0.09 3.90 -0.15
H 0.74 5.09 0.88
H -2.75 4.25 1.07
C -3.56 -4.86 4.85
C -2.19 -4.32 4.45
C -1.57 -5.14 3.34
O -1.33 -4.30 5.59
H -3.47 -5.88 5.22
H -3.99 -4.25 5.65
H -4.25 -4.85 4.00
H -2.28 -3.28 4.13
H -1.42 -6.18 3.66
H -0.59 -4.74 3.07
H -2.20 -5.14 2.44
H -1.23 -5.21 5.90
C 4.14 6.02 4.50
C 2.81 5.42 4.07
C 2.99 4.05 3.42
O 2.14 6.30 3.15
H 4.79 6.16 3.63
H 3.98 7.00 4.95
H 4.65 5.38 5.21
H 2.15 5.33 4.93
H 3.61 4.13 2.53
H 2.03 3.64 3.12
H 3.47 3.35 4.11
H 2.71 6.40 2.38
C -2.32 0.36 -6.63
C -1.91 0.19 -5.17
C -0.93 -0.96 -5.00
O -3.07 -0.03 -4.36
H -2.82 -0.54 -6.99
H -3.02 1.19 -6.74
H -1.45 0.55 -7.26
H -1.46 1.12 -4.81
H -1.38 -1.90 -5.32
H -0.65 -1.07 -3.95
H -0.03 -0.80 -5.59
H -3.50 -0.84 -4.67
C 2.89 -2.87 -5.48
C 1.59 -3.54 -5.93
C 1.85 -4.91 -6.53
O 0.92 -2.70 -6.87
H 3.56 -2.73 -6.34
H 2.69 -1.89 -5.06
H 3.41 -3.48 -4.74
H 0.92 -3.63 -5.07
H 2.48 -4.83 -7.42
H 0.91 -5.37 -6.84
H 2.34 -5.57 -5.81
H 1.49 -2.60 -7.64
*
```

For each atom in turn, the Mulliken charge in e is: C -1.07; N -0.05; C -1.04; C 0.38; O -0.53; C -0.60; C 0.52; C -1.44; N 0.06; C -0.51; C -0.10; O -0.47; H 0.35; H 0.46; H 0.29; H 0.37; H 0.36; H 0.35; H 0.51; H 0.44; H 0.04; H 0.44; H 0.38; H 0.43; H 0.43; H 0.46; H 0.02; H 0.28; H 0.18; C -1.29; C 0.95; C -1.18; O -0.55; H 0.38; H 0.37; H 0.21; H -0.21; H 0.41; H 0.31; H 0.24; H 0.33; C -1.38; C 0.77; C -1.14; O -0.57; H 0.34; H 0.37; H 0.34; H -0.10; H 0.43; H 0.26; H 0.33; H 0.36; C -1.44; C 0.36; C -0.71; O -0.55; H 0.36; H 0.36; H 0.38; H 0.29; H 0.35; H -0.17; H 0.45; H 0.34; C -1.42; C 0.41; C -0.99; O -0.58; H 0.37; H 0.35; H 0.37; H 0.28; H 0.34; H 0.20; H 0.32; H 0.35; C -1.30; C 0.60; C -1.43; O -0.52; H 0.35; H 0.31; H 0.38; H 0.23; H 0.36; H 0.35; H 0.38; H 0.33



4.
ORCA calculation (ωB97M-V/def2-TZVPD) on a 11-piece molecular cluster, C23H59Cl12O14P3 overall.

Computed properties:
* SMILES: COP(=O)(OC)OC.COP(=O)(OC)OC.COP(=O)(OC)OC.ClCCCl.ClCCCl.ClCCCl.ClCCCl.ClCCCl.ClCCCl.CO.CO
* frontier orbital gap: 10.4 eV

```
! wB97M-V def2-TZVPD RIJCOSX def2/J DEFGRID3
* xyz 0 1
C 2.08 4.73 -0.32
O 1.02 3.86 -0.06
H 2.95 4.19 -0.67
H 1.74 5.50 -1.01
H 2.40 5.27 0.58
H 0.69 3.62 -0.92
C 4.73 -2.15 1.33
O 5.17 -3.07 2.34
H 4.70 -1.17 1.81
H 5.37 -2.09 0.45
H 3.71 -2.37 1.00
H 4.44 -3.69 2.34
C -2.50 2.74 0.05
O -2.67 2.10 -1.20
P -2.04 2.83 -2.51
O -0.69 3.43 -2.38
O -2.20 1.71 -3.73
C -1.92 2.09 -5.07
O -3.28 3.86 -2.85
C -4.66 3.46 -2.82
H -1.94 3.68 0.04
H -1.84 2.13 0.67
H -3.41 2.83 0.64
H -1.51 1.18 -5.53
H -1.13 2.84 -5.09
H -2.79 2.44 -5.61
H -5.10 3.76 -3.77
H -5.10 4.02 -1.99
H -4.83 2.41 -2.58
C -1.72 0.53 5.19
O -1.12 1.74 4.76
P 0.34 2.28 5.27
O 0.47 2.62 6.72
O 1.44 1.22 4.75
C 2.82 1.37 5.05
O 0.56 3.61 4.31
C 0.43 3.49 2.89
H -1.01 -0.29 5.26
H -2.53 0.19 4.55
H -2.26 0.57 6.13
H 3.34 1.55 4.11
H 3.22 0.60 5.71
H 2.91 2.37 5.48
H -0.50 3.01 2.56
H 1.29 3.04 2.39
H 0.45 4.49 2.46
C 0.35 0.18 -1.01
O -0.33 -0.02 0.24
P -0.55 -1.47 0.92
O -0.82 -2.51 -0.07
O 0.82 -1.78 1.80
C 1.34 -0.81 2.70
O -1.65 -1.32 2.11
C -3.00 -1.12 1.76
H -0.27 0.65 -1.77
H 0.81 -0.73 -1.39
H 1.21 0.84 -0.93
H 0.84 0.15 2.62
H 2.36 -0.50 2.46
H 1.20 -1.24 3.69
H -3.26 -1.36 0.73
H -3.39 -0.13 1.98
H -3.70 -1.77 2.28
Cl -8.36 -3.64 -0.47
C -7.19 -3.96 -1.75
C -5.92 -4.62 -1.26
Cl -4.88 -3.57 -0.26
H -7.03 -3.03 -2.29
H -7.66 -4.62 -2.48
H -5.36 -5.06 -2.08
H -6.09 -5.47 -0.61
Cl 3.53 1.49 1.02
C 4.68 2.73 1.51
C 6.17 2.46 1.02
Cl 6.74 0.80 1.50
H 4.62 2.73 2.59
H 4.28 3.64 1.07
H 6.83 3.15 1.54
H 6.25 2.51 -0.07
Cl 4.93 2.22 -2.76
C 3.65 1.33 -3.60
C 2.59 2.25 -4.21
Cl 1.21 1.25 -4.82
H 3.15 0.72 -2.85
H 4.23 0.87 -4.40
H 3.00 2.80 -5.06
H 2.16 3.00 -3.56
Cl -2.56 -1.44 -4.54
C -1.97 -2.21 -2.98
C -1.49 -3.62 -3.35
Cl -2.86 -4.62 -3.91
H -2.66 -2.19 -2.14
H -1.16 -1.59 -2.59
H -1.09 -4.11 -2.46
H -0.70 -3.54 -4.10
Cl -3.77 -4.62 3.28
C -2.03 -4.44 3.33
C -1.66 -3.56 4.57
Cl 0.07 -3.35 4.74
H -1.64 -3.95 2.44
H -1.50 -5.39 3.25
H -1.97 -4.09 5.47
H -2.08 -2.56 4.42
Cl 4.35 -1.94 -3.21
C 3.07 -2.50 -4.38
C 2.41 -3.73 -3.89
Cl 1.67 -3.44 -2.30
H 3.42 -2.53 -5.41
H 2.34 -1.69 -4.42
H 3.17 -4.50 -3.81
H 1.60 -3.97 -4.59
*
```

Atom charges from the Mulliken analysis, given in e for atoms 1 to 99: C -0.91; O 0.05; H 0.21; H 0.35; H 0.36; H 0.13; C 0.09; O -0.55; H -0.14; H 0.28; H 0.03; H 0.32; C -0.47; O 0.01; P 0.65; O -0.70; O 0.26; C -0.96; O -0.38; C -0.72; H 0.43; H -0.23; H 0.40; H 0.22; H 0.42; H 0.20; H 0.28; H 0.28; H 0.29; C -0.48; O -0.25; P 0.75; O -0.75; O 0.02; C -0.62; O -0.46; C -0.15; H 0.19; H 0.11; H 0.41; H -0.01; H 0.26; H 0.41; H 0.21; H 0.00; H 0.31; C -0.03; O 0.85; P -0.94; O -0.59; O -0.11; C 0.19; O 0.69; C -0.75; H -0.18; H 0.12; H -0.14; H 0.08; H -0.15; H 0.09; H -0.10; H 0.31; H 0.34; Cl -0.19; C -0.38; C -0.51; Cl -0.05; H 0.30; H 0.32; H 0.17; H 0.33; Cl 0.15; C -0.59; C -0.38; Cl -0.18; H 0.30; H 0.16; H 0.41; H 0.13; Cl -0.21; C 0.13; C -0.34; Cl -0.15; H -0.26; H 0.34; H 0.49; H 0.01; Cl -0.22; C 0.63; C -0.25; Cl -0.22; H 0.14; H -0.52; H 0.28; H 0.19; Cl -0.19; C -0.01; C -0.08; Cl -0.17



Q: Which E_tot values were calculated for the entries above? A: -33640.357 -140455.906 -42081.112 -231614.682, in eV.
Q: Which strongest force on any atom values were calculated for the entries above? A: 0.0309 0.0751 0.0399 0.0650, in hartree/bohr.